Here is a structure of composition C41H59BrO4SbSe2Ti from OMol25. Energies are from ωB97M-V with the def2-TZVPD basis set.

Calculated values
Total charge   -2
2S+1   2
Highest occupied orbital energy (alpha / beta)   -0.067 / -1.771 eV
LUMO energy (alpha / beta)   3.8 / 3.8 eV
Expectation value of S²   0.77
HOMO-LUMO gap (alpha / beta)   0.1426 / 0.2052 hartree

Cartesian coordinates (Å):
Ti  0.8722  -0.2984  -0.8721
C  -2.7388  -0.5873  6.0740
C  -1.5367  -1.4786  5.7328
C  -2.0259  -2.9228  5.5594
C  -0.5644  -1.4435  6.9103
C  -0.8929  -0.9896  4.4351
C  -1.6311  -0.9879  3.2474
C  -1.0687  -0.5377  2.0748
Se  -2.0888  -0.6479  0.4589
C  -2.0619  1.2263  0.0319
C  -2.7845  2.1125  0.7992
C  -2.7057  3.4860  0.5713
C  -1.9143  3.8974  -0.4894
C  -1.1814  3.0329  -1.3121
C  -1.2142  1.6654  -1.0115
O  -0.4751  0.7574  -1.6472
C  -0.3163  3.6550  -2.4252
C  -0.0705  2.7159  -3.6156
C  1.0384  4.0587  -1.8265
C  -1.0024  4.9170  -2.9764
C  -3.4779  4.4526  1.4702
C  -3.0734  4.2198  2.9327
C  -4.9850  4.2055  1.3212
C  -3.1957  5.9141  1.1261
C  0.2579  -0.0337  2.0117
O  0.6813  0.4540  0.8494
C  1.0150  -0.0366  3.1844
C  0.4050  -0.5201  4.3551
C  2.4884  0.3943  3.3096
C  3.3340  -0.8608  3.5703
C  3.0526  1.0951  2.0712
C  2.6436  1.3643  4.4923
H  -3.2455  -0.9479  6.9761
H  -3.4622  -0.5763  5.2565
H  -2.4169  0.4430  6.2456
H  -2.4620  -3.2931  6.4935
H  -1.1988  -3.5780  5.2767
H  -2.7854  -2.9977  4.7790
H  -1.0719  -1.7978  7.8127
H  -0.2012  -0.4315  7.1041
H  0.3018  -2.0860  6.7351
H  -2.6550  -1.3461  3.2255
H  -3.3949  1.7153  1.6033
H  -1.8399  4.9563  -0.6959
H  0.5731  1.8798  -3.3591
H  0.4182  3.2908  -4.4105
H  -1.0100  2.3178  -4.0096
H  1.6071  3.1799  -1.5121
H  0.8902  4.7170  -0.9638
H  1.6341  4.5946  -2.5752
H  -2.0528  4.7322  -3.2178
H  -0.4907  5.2271  -3.8910
H  -0.9567  5.7591  -2.2806
H  -3.2984  3.2015  3.2541
H  -3.6068  4.9106  3.5950
H  -1.9994  4.3733  3.0592
H  -5.2420  3.1770  1.5832
H  -5.2973  4.3741  0.2875
H  -5.5549  4.8773  1.9729
H  -2.1326  6.1488  1.2192
H  -3.7487  6.5630  1.8117
H  -3.5084  6.1568  0.1076
H  1.0070  -0.5206  5.2541
H  3.2168  -1.5702  2.7489
H  3.0414  -1.3607  4.4983
H  4.3926  -0.5902  3.6423
H  3.0748  0.4661  1.1849
H  4.0846  1.3941  2.2920
H  2.4844  1.9842  1.7967
H  2.4025  0.9113  5.4569
H  1.9992  2.2367  4.3583
H  3.6797  1.7130  4.5418
Br  0.4964  -6.9789  -4.1174
C  0.4975  -6.1107  -2.4047
C  0.4273  -6.9159  -1.2598
C  0.4735  -6.2451  -0.0177
C  0.5680  -4.8797  0.0718
C  0.6049  -4.0705  -1.1126
C  0.5838  -4.7480  -2.3774
C  0.7084  -2.6819  -1.0298
O  0.9193  -2.0354  0.0954
O  0.6252  -1.8501  -2.0638
H  0.3496  -7.9901  -1.3333
H  0.4302  -6.8327  0.8938
H  0.6058  -4.3866  1.0338
H  0.6645  -4.1811  -3.2939
Se  2.8779  0.5927  -1.6717
C  3.4377  -0.0112  -6.8207
C  2.3091  -1.0422  -6.9152
Sb  1.4685  -1.5057  -4.9565
C  3.1366  -2.8340  -4.5395
C  3.7844  -2.7853  -3.1570
C  0.2271  -3.0675  -5.8156
C  -1.2013  -3.1046  -5.2627
H  3.8650  0.2491  -7.7955
H  4.2594  -0.3773  -6.1977
H  3.0912  0.9151  -6.3552
H  2.6611  -1.9757  -7.3668
H  1.4926  -0.6624  -7.5382
H  3.8656  -2.5992  -5.3214
H  2.7559  -3.8368  -4.7470
H  4.5184  -3.5922  -3.0485
H  3.0481  -2.8981  -2.3602
H  4.2803  -1.8329  -2.9652
H  0.7381  -4.0221  -5.6767
H  0.2093  -2.8655  -6.8917
H  -1.2202  -3.1410  -4.1729
H  -1.7616  -3.9723  -5.6244
H  -1.7557  -2.2080  -5.5538

***

Here is a structure of composition C41H59Cl2GeN2O6Ti from OMol25. Energies are from ωB97M-V with the def2-TZVPD basis set.

Calculated values
Total charge   -1
2S+1   3
Highest occupied orbital energy (alpha / beta)   -3.718 / -5.197 eV
LUMO energy (alpha / beta)   2.5 / 2.0 eV
Expectation value of S²   2.05
HOMO-LUMO gap (alpha / beta)   0.2303 / 0.2639 hartree

Cartesian coordinates (Å):
Ti  0.1208  0.7456  0.0612
C  1.1199  -3.1650  1.6493
C  1.1535  -4.0370  0.4042
C  2.5634  -4.6086  0.2008
C  0.6215  -3.5134  -0.9293
C  0.0408  -4.5350  -1.6826
C  -0.3992  -4.3448  -2.9706
C  -0.1807  -3.1161  -3.5557
C  0.3898  -2.0541  -2.8647
C  0.7077  -0.8585  -3.7560
C  2.1386  -0.3536  -3.5815
C  -0.3533  0.2389  -3.7956
C  0.7203  -2.2184  -1.4929
N  1.1186  -1.0918  -0.6945
C  2.3972  -1.0206  -0.3293
C  2.8727  -0.0846  0.6011
N  2.0903  0.8124  1.1838
C  2.6434  1.5367  2.2774
C  2.6996  2.9424  2.2222
C  3.3005  3.6363  3.2629
C  3.8297  2.9779  4.3582
C  3.7201  1.6032  4.4319
C  3.1125  0.8644  3.4211
C  2.9198  -0.6214  3.6391
C  2.3128  -0.9274  5.0089
C  4.2221  -1.4086  3.4823
C  2.1824  3.7278  1.0412
C  1.2273  4.8445  1.4501
C  3.3486  4.2847  0.2245
H  1.0107  -3.7990  2.5327
H  0.3024  -2.4532  1.6501
H  2.0490  -2.6126  1.7562
H  0.5085  -4.8962  0.6204
H  3.2752  -3.8096  -0.0080
H  2.5954  -5.3161  -0.6281
H  2.8952  -5.1198  1.1070
H  -0.0663  -5.5095  -1.2198
H  -0.8699  -5.1471  -3.5214
H  -0.4530  -2.9621  -4.5926
H  0.6832  -1.2924  -4.7632
H  2.2874  0.1334  -2.6242
H  2.3728  0.3674  -4.3669
H  2.8413  -1.1865  -3.6624
H  -0.5909  0.6431  -2.8168
H  -1.2834  -0.1532  -4.2103
H  -0.0105  1.0628  -4.4254
H  3.1348  -1.6923  -0.7665
H  3.9333  -0.1236  0.8478
H  3.3633  4.7154  3.2082
H  4.3012  3.5341  5.1580
H  4.0892  1.0864  5.3084
H  2.2062  -0.9608  2.8922
H  3.0215  -0.7277  5.8141
H  2.0499  -1.9849  5.0627
H  1.4143  -0.3425  5.1854
H  4.9454  -1.0957  4.2385
H  4.6843  -1.2655  2.5063
H  4.0397  -2.4760  3.6166
H  1.6301  3.0411  0.4057
H  1.7266  5.5978  2.0631
H  0.3812  4.4521  2.0110
H  0.8471  5.3446  0.5574
H  3.9564  4.9574  0.8345
H  2.9840  4.8392  -0.6399
H  3.9928  3.4826  -0.1360
Cl  1.2736  6.3286  -4.5314
C  1.2563  4.8900  -3.5351
C  2.3782  4.0661  -3.5237
C  2.3611  2.9220  -2.7371
C  1.2473  2.5917  -1.9746
O  1.2245  1.4681  -1.2721
C  0.1127  3.4519  -1.9675
C  -0.9904  3.1687  -1.1482
O  -0.9809  2.1829  -0.2745
C  0.1426  4.6096  -2.7817
H  3.2436  4.3211  -4.1178
H  3.2157  2.2615  -2.7091
H  -1.8919  3.7775  -1.1780
H  -0.7087  5.2765  -2.7976
O  -0.4509  0.4459  4.1584
Cl  -0.8680  0.6996  2.8283
O  -2.2825  0.6225  2.6950
O  -0.2443  -0.3132  1.9147
O  -0.3641  1.9577  2.3220
C  -7.1936  0.6690  -2.0759
C  -6.1309  0.9583  -1.0277
C  -4.8279  0.2077  -1.2824
C  -3.7470  0.5065  -0.2504
Ge  -2.1045  -0.5949  -0.4921
C  -2.3453  -2.2810  0.5382
C  -3.5495  -3.1231  0.1071
C  -4.8259  -2.7876  0.8714
C  -6.0260  -3.5862  0.3839
H  -8.1110  1.2277  -1.8893
H  -7.4469  -0.3922  -2.0905
H  -6.8395  0.9326  -3.0738
H  -6.5074  0.6876  -0.0360
H  -5.9251  2.0325  -0.9899
H  -4.4572  0.4528  -2.2831
H  -5.0425  -0.8657  -1.3112
H  -4.1197  0.3358  0.7628
H  -3.4745  1.5631  -0.2933
H  -2.2724  -1.0953  -1.9633
H  -2.4151  -2.0409  1.6021
H  -1.4272  -2.8525  0.4099
H  -3.3380  -4.1914  0.2451
H  -3.7340  -3.0020  -0.9660
H  -5.0376  -1.7197  0.7807
H  -4.6605  -2.9685  1.9385
H  -6.2311  -3.3732  -0.6674
H  -6.9284  -3.3549  0.9516
H  -5.8439  -4.6602  0.4687

***

DFT total energy? In order: -282058.814 -163412.993 eV.